1.
C2H6N2S | ωB97M-V/def2-TZVPD

- Relative energy (zero: lowest compared OMol25 entry of this formula, charge and spin): 31.2 kcal/mol
- Charge: 0
- Energy: -587.4542 Ha
- SMILES: [H]/N=C/N(C)S

The geometry in XYZ format:
```
11
Properties=species:S:1:pos:R:3:forces:R:3
C 1.124712 0.903294 -0.040258 -0.8 -0.9 -0.8
C -1.219221 -0.040860 -0.156903 1.6 -0.5 -0.1
H 0.593278 1.816862 -0.203767 -0.4 0.7 -0.6
H 1.469774 1.040962 0.994496 0.2 -0.9 -0.2
H 1.910054 0.774814 -0.794545 0.1 0.4 0.6
H 1.469223 -1.722879 0.977484 -0.1 0.2 0.2
H -1.380973 1.038452 -0.271320 -0.9 -0.2 0.1
H -2.934095 -0.737934 -0.005565 -1.5 0.4 0.1
N 0.170685 -0.207769 -0.320728 0.3 -0.5 1.2
N -1.997151 -1.036256 -0.002759 1.5 0.7 -0.2
S 0.793709 -1.828682 -0.176139 -0.1 0.6 -0.5
```
Positions in Å, forces in eV/Å.

2.
CH7N2Si | ωB97M-V/def2-TZVPD

- Relative energy (zero: lowest compared OMol25 entry of this formula, charge and spin): 64.4 kcal/mol
- Charge: +1
- Energy: -440.9546 Ha

The geometry in XYZ format:
```
11
Properties=species:S:1:pos:R:3:forces:R:3
C -0.639361 -0.042610 0.054219 0.6 1.6 0.3
N -1.359054 1.079227 0.009151 -0.3 -0.4 -0.7
N -1.297957 -1.171323 0.137010 0.4 -0.2 0.1
Si 2.245601 0.099403 -0.042990 -1.7 -0.4 -0.7
H -2.389876 1.178288 -0.081063 1.0 -0.5 0.2
H -0.837634 1.837483 -0.345702 0.2 1.2 -0.1
H -2.297145 -1.205587 -0.097737 0.6 -0.4 0.6
H -0.769481 -1.927942 0.551267 -0.7 -0.4 -0.5
H 2.809282 0.772282 1.123519 -0.3 0.0 0.2
H 1.781458 -1.293537 0.041773 0.8 0.0 -0.1
H 2.754167 0.674314 -1.349448 -0.6 -0.4 0.7
```
Positions in Å, forces in eV/Å.